Record 1
This record from the Open Molecules 2025 dataset describes C4H5ClO in the gas phase in a non-equilibrium geometry. The level of theory is wB97M-V/def2-TZVPD.

Structure (XYZ):
```
11
Properties=species:S:1:pos:R:3:forces:R:3
C 1.2455 -1.2313 1.5367 1.8 -1.1 3.0
C 0.5185 -0.6457 0.5874 -0.8 0.2 -0.4
C -2.1123 1.2534 -1.1285 2.0 -0.8 0.3
C -0.8542 -0.3233 0.6505 -1.7 1.5 -1.4
O -1.3549 0.4503 -0.3399 1.9 -0.8 0.2
Cl -1.8597 -0.8327 1.9630 0.0 0.4 -0.4
H 2.3514 -1.3951 1.4219 -1.3 0.2 -0.3
H 0.9254 -1.5385 2.6358 0.1 0.9 -2.7
H 0.8694 -0.3864 -0.4025 0.7 0.0 0.1
H -1.7906 1.5176 -2.1632 0.3 -0.5 1.3
H -3.0856 1.0393 -0.9289 -3.0 0.2 0.2
```
Forces are in eV/Å.

Calculated values
Gap between HOMO and LUMO (alpha / beta), Eh: 0.2828 / 0.2952
HOMO (alpha / beta), eV: -7.42 / -8.06

***

Record 2
This record from the Open Molecules 2025 dataset describes a 2-piece molecular cluster, C4H5ClO2S overall in a non-equilibrium geometry. The level of theory is wB97M-V/def2-TZVPD.

Structure (XYZ):
```
13
Properties=species:S:1:pos:R:3:forces:R:3
C 0.1339 -0.5200 0.2167 4.0 -0.3 -0.1
C -0.6868 0.4923 0.0692 1.8 0.7 -0.7
C 2.3539 -0.1384 -0.2573 -3.2 -2.4 -0.6
C -2.1399 0.3195 0.1856 0.0 -0.6 0.5
O 2.7455 -0.9760 -1.0088 0.2 1.8 1.3
O -0.2456 1.7543 -0.3871 -2.5 -1.0 0.9
S 0.2492 -2.2012 0.7330 -1.9 1.6 1.2
Cl 3.2435 0.9799 0.7422 0.2 0.1 -0.2
H -2.5519 0.9558 0.9652 -0.1 -0.5 0.5
H -2.4299 -0.7639 0.1444 0.2 1.2 0.6
H -2.4812 0.7706 -0.6837 -1.1 0.7 -1.9
H 0.6798 1.7922 -0.5698 1.1 -0.5 0.0
H 1.1295 -2.4652 -0.1495 1.3 -0.6 -1.6
```
Forces are in eV/Å.

Calculated values
Gap between HOMO and LUMO (alpha / beta), Eh: 0.2940 / 0.2940
HOMO (alpha / beta), eV: -8.53 / -8.53

***

Record 3
This record from the Open Molecules 2025 dataset describes C4H5ClS as an isolated structure in a non-equilibrium geometry. The level of theory is wB97M-V/def2-TZVPD.

Structure (XYZ):
```
11
Properties=species:S:1:pos:R:3:forces:R:3
C -0.5601 0.3635 -0.0221 1.7 0.8 1.6
C -1.9876 0.1815 -0.0275 -2.3 2.0 0.1
C 0.5162 -0.4702 -0.3161 -1.6 -0.3 -0.7
C 1.9079 -0.0216 0.1075 -0.6 -0.1 -3.0
S -4.1686 1.1856 0.2568 3.6 -0.9 -0.3
Cl -2.4621 -1.3159 -0.3603 -0.6 -2.5 -0.7
H -0.2541 1.2631 0.5741 -0.4 -0.5 -1.0
H 0.3623 -1.4804 -0.8699 0.3 1.9 1.0
H 2.2359 -0.6889 0.8470 1.0 -1.3 0.7
H 1.7654 0.8950 0.6043 0.2 1.4 0.4
H 2.6448 0.0885 -0.7937 -1.3 -0.4 1.8
```
Forces are in eV/Å.

Calculated values
Gap between HOMO and LUMO (alpha / beta), Eh: 0.2177 / 0.2178
HOMO (alpha / beta), eV: -8.02 / -8.02

***

Record 4
This record from the Open Molecules 2025 dataset describes a 2-piece molecular cluster, C4H5ClS overall in a non-equilibrium geometry. The level of theory is wB97M-V/def2-TZVPD.

Structure (XYZ):
```
11
Properties=species:S:1:pos:R:3:forces:R:3
C -0.0235 -1.1159 -1.2564 -0.2 1.2 -0.3
C -0.0707 -0.0473 -0.5240 0.7 -0.5 3.8
C 0.4087 -0.7386 1.8786 -1.2 1.9 -2.5
C -0.3217 1.4053 -0.4771 2.9 0.0 1.4
S -0.1542 0.2295 2.9790 -0.2 0.5 0.5
Cl 1.2457 -2.1372 2.0673 0.8 -1.5 -0.1
H -0.1938 -0.8416 -2.2966 0.0 -0.9 -0.4
H 0.1287 -2.1094 -0.8671 0.1 -0.1 -0.3
H -0.0423 1.7216 -1.4513 0.3 0.8 -1.1
H 0.3631 2.0250 0.2920 -1.7 -1.7 -1.6
H -1.3398 1.6087 -0.3443 -1.4 0.4 0.5
```
Forces are in eV/Å.

Calculated values
Gap between HOMO and LUMO (alpha / beta), Eh: 0.2872 / 0.2716
HOMO (alpha / beta), eV: -7.70 / -7.60

***

Energy relative to the best compared isomer or geometry (same formula, charge and spin) values (in eV) by entry order: 4.2769, 3.7384, 5.5035, 4.5701.